Record 1
ORCA calculation (ωB97M-V with the def2-TZVPD basis set) on a 4-piece molecular cluster, C14H24N4O2P overall at a distorted geometry.

Computed properties:
- Kohn-Sham gap (eV) = 5.243
- max |F| (eV Å⁻¹) = 10.6
- charge = -1
- LUMO energy (eV) = 2.16

Geometry (Å):
N  6.5433  0.2926  -2.0111
C  6.0174  0.8781  -3.0454
O  5.3720  1.8736  -3.9579
C  4.3022  2.5704  -3.2084
P  2.8970  1.2525  -2.9507
O  1.8607  1.4038  -4.1568
H  4.7258  2.9326  -2.1720
H  3.4128  -0.1031  -2.8515
H  2.1686  1.4854  -1.7064
C  -0.5097  3.5814  2.3256
C  -1.0967  3.8650  0.9487
C  -0.5539  2.9370  -0.1375
C  0.8884  3.1118  -0.3513
N  2.0300  3.2472  -0.5112
H  0.5725  3.7407  2.3408
H  -0.9542  4.2498  3.0697
H  -0.7106  2.5498  2.6319
H  -0.9030  4.9116  0.6830
H  -2.1851  3.7451  1.0020
H  -1.0814  3.1442  -1.0759
H  -0.7680  1.8930  0.1225
C  -3.1384  -1.6785  -0.2062
C  -4.2662  -1.1626  0.6786
C  -3.9861  0.2223  1.2609
C  -2.8297  0.2235  2.1661
N  -1.9101  0.2219  2.8742
H  -2.2088  -1.7983  0.3580
H  -3.4027  -2.6559  -0.6221
H  -2.9501  -0.9939  -1.0394
H  -4.4486  -1.8824  1.4862
H  -5.1839  -1.1138  0.0810
H  -4.8713  0.5597  1.8126
H  -3.8248  0.9425  0.4495
C  0.8520  -4.9470  -0.2001
C  1.6309  -3.9858  0.6890
C  0.7576  -2.8871  1.2939
C  0.1867  -2.0015  0.2709
N  -0.2693  -1.3090  -0.5412
H  0.4172  -4.4329  -1.0623
H  1.5156  -5.7301  -0.5804
H  0.0429  -5.4284  0.3584
H  2.4494  -3.5416  0.1091
H  2.0902  -4.5581  1.5033
H  1.3666  -2.2903  1.9828
H  -0.0470  -3.3356  1.8894

=====

Record 2
ORCA calculation (ωB97M-V with the def2-TZVPD basis set) on a 2-piece molecular cluster, C16H30FN3O9 overall at a distorted geometry.

Computed properties:
- Kohn-Sham gap (eV) = 6.598
- max |F| (eV Å⁻¹) = 9.0
- charge = 0
- LUMO energy (eV) = -1.19

Geometry (Å):
C  -1.9188  1.5525  -1.3913
C  -2.8417  2.8128  -0.8979
O  -2.9716  2.6765  0.5382
C  -4.3425  2.6735  0.9882
C  -4.7936  1.3031  1.7451
O  -4.0004  0.1406  1.3931
C  -2.8472  -0.0208  2.2483
N  -2.8016  -1.3181  2.9844
C  -1.7802  -2.1981  2.9666
N  -1.7739  -3.4376  3.7473
C  -2.2912  -4.6137  2.9794
C  -2.2138  -5.8944  3.9814
O  -1.5568  -6.9343  3.7141
F  -2.9420  -5.9356  5.2337
N  -0.5729  -1.9414  2.1495
C  -0.8301  -2.1800  0.6915
C  0.0545  -1.1574  -0.1832
C  1.4552  -1.7554  -0.7069
O  2.3753  -0.6054  -0.8332
C  0.5980  -2.7050  2.6662
O  0.9773  -3.8503  2.2020
O  1.3749  -2.1703  3.7051
H  -1.1519  1.8496  -2.1887
H  -1.2987  1.2638  -0.4521
H  -2.5396  0.6465  -1.7135
H  -2.2518  3.7612  -1.1794
H  -3.8167  2.7397  -1.4899
H  -5.1239  2.9317  0.1949
H  -4.4217  3.5077  1.7964
H  -4.9049  1.4853  2.8736
H  -5.8677  1.0829  1.3580
H  -2.8716  0.8115  3.0601
H  -1.9177  0.2025  1.6121
H  -3.6118  -1.5756  3.5877
H  -2.2082  -3.3335  4.6770
H  -1.6037  -4.8018  2.0841
H  -3.3731  -4.4190  2.6529
H  -1.9498  -1.9467  0.4770
H  -0.6574  -3.2556  0.3393
H  -0.5579  -0.8826  -1.1264
H  0.2374  -0.2139  0.4518
H  1.8924  -2.5960  -0.0640
H  1.2767  -2.1018  -1.8015
H  3.1341  -0.8111  -0.2340
C  2.9080  2.1434  -3.2289
C  4.1483  1.8459  -2.4100
O  5.2996  1.7265  -3.2568
C  5.8464  2.8874  -3.6581
O  5.4623  3.9947  -3.3620
O  6.8834  2.6026  -4.4664
C  7.5102  3.7536  -5.0280
H  2.7841  1.4032  -4.0241
H  2.0165  2.1365  -2.5971
H  2.9787  3.1208  -3.7126
H  4.0278  0.8844  -1.9054
H  4.3111  2.5993  -1.6341
H  7.7923  4.4702  -4.2534
H  6.8460  4.2194  -5.7599
H  8.4161  3.4262  -5.5403

=====

Record 3
ORCA calculation (ωB97M-V with the def2-TZVPD basis set) on a 10-piece molecular cluster, C26H72O10 overall at a distorted geometry.

Computed properties:
- Kohn-Sham gap (eV) = 9.899
- max |F| (eV Å⁻¹) = 2.1
- charge = 0
- energy above the lowest of the compared OMol25 structures with the same formula, charge and spin (eV) = 0.160
- LUMO energy (eV) = 0.39
- SMILES = CC(C)O.CC(C)O.CC(C)O.CC(C)O.CC(C)O.CC(C)O.CCO.CCO.CCO.CCO

Geometry (Å):
C  0.1388  -2.7525  5.0510
C  0.4100  -1.5617  4.1475
O  0.7749  -0.4617  4.9306
H  -0.0880  -3.6681  4.4619
H  -0.7192  -2.6091  5.7140
H  1.0351  -2.9692  5.6820
H  -0.4839  -1.3306  3.5633
H  1.2678  -1.8417  3.5073
H  1.3188  0.1289  4.3683
C  2.2868  -2.6192  -0.0297
C  2.7087  -4.0266  -0.3639
O  1.6117  -4.9870  -0.1371
H  1.8006  -2.5745  0.9539
H  1.6188  -2.1187  -0.7355
H  3.1849  -1.9533  -0.0203
H  3.5960  -4.3483  0.1522
H  2.9475  -4.0523  -1.4222
H  1.8148  -5.7683  -0.6705
C  1.0536  4.4673  -2.3742
C  -0.4449  4.3414  -2.5277
O  -0.8421  5.3439  -3.4648
H  1.3816  3.5881  -1.8622
H  1.2525  5.3506  -1.7771
H  1.4383  4.5241  -3.3660
H  -0.9443  4.4992  -1.5643
H  -0.7587  3.3586  -2.8611
H  -1.7655  5.5721  -3.3696
C  4.4313  0.3102  3.1278
C  3.5241  1.3960  3.6951
O  2.1767  1.2033  3.2237
H  4.2216  -0.6586  3.4945
H  5.4869  0.6040  3.1917
H  4.2593  0.3030  2.0320
H  3.8973  2.3568  3.3509
H  3.3922  1.3548  4.7700
H  2.2976  1.0422  2.2761
C  -0.0505  -5.0126  -4.7816
C  -0.5944  -4.1299  -3.7163
C  0.4056  -3.0321  -3.3422
O  -1.7929  -3.4688  -4.1429
H  0.2071  -4.5309  -5.7302
H  -0.7345  -5.8423  -5.0259
H  0.8120  -5.4334  -4.2754
H  -0.7835  -4.8149  -2.8581
H  0.5987  -2.4690  -4.2792
H  1.3556  -3.4251  -2.9708
H  0.0499  -2.3395  -2.5636
H  -2.4004  -3.4818  -3.3957
C  -3.5074  -2.4469  0.5115
C  -3.4963  -2.4655  -1.0086
C  -2.5504  -1.4022  -1.4704
O  -3.0991  -3.7361  -1.6511
H  -4.1720  -3.1668  0.9702
H  -3.8717  -1.4401  0.8184
H  -2.4810  -2.7117  0.9030
H  -4.5081  -2.3023  -1.4284
H  -1.5633  -1.7093  -1.1667
H  -2.8243  -0.4482  -1.0210
H  -2.5699  -1.2697  -2.5407
H  -2.5138  -4.1923  -1.0349
C  4.7561  0.7655  -3.6778
C  4.4446  0.7113  -2.1907
C  5.7100  0.5121  -1.3760
O  3.7618  1.9441  -1.7934
H  5.1221  -0.2029  -4.0014
H  5.5070  1.5487  -3.8884
H  3.8870  1.0764  -4.2299
H  3.7111  -0.0471  -1.9394
H  6.3510  1.3828  -1.3062
H  6.3306  -0.2520  -1.8079
H  5.4264  0.1504  -0.3684
H  4.4208  2.6714  -1.8628
C  -2.3749  0.6717  4.1231
C  -3.1518  1.9574  3.9854
C  -2.2677  3.1340  3.5915
O  -4.2445  1.8252  3.1165
H  -1.9437  0.3915  3.1375
H  -2.9633  -0.1682  4.4961
H  -1.5057  0.7602  4.7756
H  -3.6494  2.1372  4.9288
H  -2.8636  4.0691  3.5837
H  -1.9188  2.9699  2.5573
H  -1.4064  3.2688  4.2183
H  -3.9205  1.5044  2.2797
C  0.5944  0.5999  -1.5324
C  0.7039  1.1024  -0.1378
C  -0.1902  0.3068  0.8232
O  2.0640  1.0210  0.2819
H  -0.3866  0.8060  -1.9598
H  0.8112  -0.4784  -1.6005
H  1.3364  1.1333  -2.1905
H  0.3756  2.1326  -0.1199
H  0.0326  0.6391  1.8348
H  0.0958  -0.7514  0.7760
H  -1.2206  0.4013  0.5538
H  2.5941  1.4617  -0.4097
C  -3.8065  3.0968  -1.3491
C  -4.0076  2.8047  0.1157
C  -5.3070  3.3928  0.5514
O  -3.9190  1.3248  0.3862
H  -4.6583  2.7622  -1.9258
H  -2.9683  2.5138  -1.7322
H  -3.6730  4.1629  -1.5344
H  -3.2386  3.1696  0.7407
H  -5.3613  4.4738  0.3925
H  -5.4075  3.1669  1.6055
H  -6.1581  2.9096  0.0451
H  -4.7206  0.8941  0.0872

=====

Record 4
ORCA calculation (ωB97M-V with the def2-TZVPD basis set) on a 2-piece molecular cluster, H2O2S2 overall at a distorted geometry.

Computed properties:
- Kohn-Sham gap (spin up / spin down) (eV) = 7.018 / 7.019
- max |F| (eV Å⁻¹) = 2.9
- charge = 0
- energy above the lowest of the compared OMol25 structures with the same formula, charge and spin (eV) = 2.188
- LUMO energy (spin up / spin down) (eV) = -1.88 / -1.88
- SMILES = O=S.OS

Geometry (Å):
O  0.2260  0.4276  -0.8082
O  -0.5583  0.1837  2.0153
S  1.3293  -0.1738  -1.8312
S  -1.8946  0.3568  2.5871
H  0.4738  0.2703  0.1328
H  0.4238  -1.0644  -2.0958

=====

Record 5
ORCA calculation (ωB97M-V with the def2-TZVPD basis set) on C35H35ClF6IN5O10PdS2Te as an isolated structure at a distorted geometry.

Computed properties:
- Kohn-Sham gap (spin up / spin down) (eV) = 7.148 / 7.132
- max |F| (eV Å⁻¹) = 2.9
- charge = +1
- energy above the lowest of the compared OMol25 structures with the same formula, charge and spin (eV) = 0.520
- LUMO energy (spin up / spin down) (eV) = -3.97 / -3.97
- multiplicity = 2

Geometry (Å):
Pd  -0.4885  -1.1037  0.8756
O  3.6267  -6.3428  1.3521
C  4.1562  -5.2911  1.9903
O  5.0596  -5.4182  2.7627
C  3.5728  -3.9495  1.6922
C  4.2171  -2.7437  1.8993
Cl  5.7670  -2.4318  2.4892
N  3.3556  -1.7465  1.5619
N  2.1708  -2.2288  1.1952
C  2.2907  -3.5436  1.2582
C  1.1205  -4.3590  0.9201
O  1.0720  -5.3902  0.3209
O  -1.1852  -4.4782  1.1634
C  3.5535  -0.3221  1.6126
C  2.6363  0.4509  2.3035
C  2.8046  1.8288  2.3186
C  3.8845  2.4085  1.6665
C  4.8050  1.6135  0.9957
C  4.6414  0.2379  0.9610
H  2.8985  -6.1013  0.7595
H  1.8096  -0.0241  2.8148
H  2.0954  2.4464  2.8554
H  4.0143  3.4824  1.6871
H  5.6497  2.0639  0.4927
H  5.3396  -0.3877  0.4214
F  -4.7336  -2.7181  -1.5232
C  -4.8533  -2.6952  -0.1982
F  -5.8282  -1.8719  0.1486
F  -5.1205  -3.9062  0.2501
S  -3.2979  -1.9958  0.5481
O  -3.2872  -2.4050  1.9178
O  -3.3470  -0.6175  0.1884
N  -2.0482  -2.6467  -0.3125
S  -1.7574  -4.1868  -0.3359
O  -2.8081  -5.1322  -0.4833
O  -0.0114  -3.7359  1.4257
C  -0.7538  -4.0564  -2.0403
F  -0.3602  -5.2552  -2.3729
F  0.2616  -3.2538  -1.8875
F  -1.6476  -3.5966  -2.8539
C  -1.8156  0.8073  3.0594
C  -1.0331  1.6120  2.0576
O  -1.0269  2.8529  2.1599
N  -0.3871  0.9824  1.0496
Te  0.1455  2.6164  -0.0611
C  1.1487  2.0857  -1.8819
C  1.8380  0.9080  -2.1477
C  1.8699  -0.2424  -1.1972
C  2.4984  0.7722  -3.3663
C  2.4974  1.7801  -4.3146
C  3.2292  1.6332  -5.6189
C  1.8157  2.9537  -4.0166
C  1.1442  3.1402  -2.8166
C  0.4498  4.4624  -2.5995
C  -1.7753  2.9114  -0.8802
C  -2.4529  4.0681  -0.4895
C  -1.8736  5.1568  0.3755
C  -3.7648  4.2380  -0.9306
C  -4.4013  3.2984  -1.7208
C  -5.8158  3.4959  -2.1863
C  -3.6946  2.1549  -2.0858
C  -2.3866  1.9368  -1.6893
C  -1.7056  0.6734  -2.1429
H  -2.8391  1.1819  3.0505
H  -1.4012  0.9847  4.0515
H  -1.8205  -0.2590  2.8562
H  1.5166  0.0230  -0.2024
H  2.8845  -0.6252  -1.0896
H  1.2498  -1.0567  -1.5672
H  3.0308  -0.1508  -3.5723
H  3.6467  0.6339  -5.7300
H  4.0483  2.3510  -5.6831
H  2.5644  1.8223  -6.4624
H  1.8126  3.7616  -4.7405
H  0.8476  5.2028  -3.2909
H  0.5939  4.8595  -1.5912
H  -0.6245  4.3819  -2.7695
H  -0.8244  5.0148  0.6242
H  -2.4133  5.2070  1.3209
H  -1.9777  6.1213  -0.1236
H  -4.2968  5.1358  -0.6352
H  -6.2127  4.4542  -1.8568
H  -6.4625  2.7076  -1.7977
H  -5.8734  3.4576  -3.2749
H  -4.1838  1.4043  -2.6968
H  -2.3685  0.1163  -2.8041
H  -1.4727  0.0323  -1.2908
H  -0.7840  0.8752  -2.6837
N  1.0567  -2.6807  5.0342
C  0.0781  -2.2090  4.2386
O  0.3153  -1.4320  3.3173
C  -1.3085  -2.7091  4.5398
I  -2.1471  -1.5834  6.1471
H  1.9940  -2.3331  4.9185
H  0.8543  -3.2634  5.8280
H  -1.3099  -3.7476  4.8596
H  -1.9521  -2.5735  3.6795

=====

> max |F| of number 1 (C14H24N4O2P)?

10.6 eV Å⁻¹

=====

> charge of number 5 (C35H35ClF6IN5O10PdS2Te)?

+1

=====

> The lowest max |F| belongs to which entry?

C26H72O10